(1)
51
Properties=species:S:1:pos:R:3:forces:R:3:lowdin_spin:R:1 method="wB97M-V/def2-TZVPD" spin_multiplicity=6 charge=-2 energy_ev=-42570.362 s_squared=8.77
H 3.307352 1.342711 2.246480 -0.16 -0.38 0.05 0.0134
H -0.734405 3.976967 3.223182 -0.06 0.01 -0.12 0.0014
C 0.295272 -2.036275 1.918467 -0.37 -0.59 0.34 0.0946
C 0.441541 1.752284 -1.287152 -0.43 3.21 -1.64 0.0718
H 0.449076 -2.931610 -4.156043 -0.07 0.10 0.09 0.0085
C -0.280340 -1.024728 -1.576338 -0.81 -0.10 0.99 0.3877
H 2.357244 -2.882434 -2.054780 -0.02 -0.08 0.22 0.0138
H -0.072616 -2.964460 2.396847 0.18 0.13 -0.02 0.0170
C 0.271578 1.436342 1.388611 -0.10 0.28 0.34 0.0709
C 2.426666 0.732634 2.492177 0.11 0.07 0.07 0.0436
H 3.106936 3.166845 -1.117466 0.06 -0.40 -0.14 0.0340
C -2.360611 -0.584330 1.596886 -0.60 -0.24 0.29 0.0046
C -0.188765 3.151352 2.800361 0.32 0.02 0.18 0.0076
H 1.456523 -2.749992 -0.509417 0.07 0.08 -0.53 0.0198
H -1.955156 2.318161 0.065049 0.19 0.04 0.32 0.0040
I 3.132509 0.274541 -0.904558 0.88 -1.61 0.48 1.4279
H -1.094523 -3.719284 -0.440079 0.00 0.18 0.02 0.0090
H 4.785302 2.458247 -1.213941 -0.50 -0.16 -0.03 0.0453
Ru 0.563068 0.267270 -0.227462 0.14 -0.26 -0.28 1.4491
H -3.050420 -1.345901 1.989123 -0.03 0.10 -0.06 0.0008
H -2.531795 -2.771529 -0.819320 0.11 0.00 0.09 0.0141
H -1.984249 -0.024534 2.457365 0.18 0.04 -0.10 0.0009
H -2.341461 -3.493526 0.791376 0.03 0.04 -0.01 0.0138
N -1.191058 -0.621762 -2.551490 -1.16 1.20 -0.69 0.1307
H -2.085324 1.053953 -1.663468 0.05 -0.15 -0.10 0.0058
H -2.721851 2.375548 1.685299 0.27 -0.01 -0.19 0.0004
Si -0.967799 -1.397988 0.610932 0.63 0.12 0.08 0.1508
N -0.611743 2.446733 1.685182 0.10 -0.13 0.42 0.0071
H -1.977611 3.839493 1.003740 0.00 -0.18 -0.14 0.0013
N 1.236101 1.558945 2.339216 -0.05 0.06 0.40 0.0337
H -2.603988 0.679597 -3.329998 0.03 -0.03 0.26 0.0012
C 0.006442 -2.200454 -3.495046 -0.64 -0.13 -0.15 0.0215
C -1.803018 -2.990180 -0.028979 -0.22 -0.29 0.02 0.0591
C -1.889104 2.748760 1.069332 -0.08 0.04 -0.09 0.0072
H 1.286832 -2.238741 1.499693 -0.14 -0.03 0.06 0.0162
C 1.372670 -2.950703 -1.586899 -0.50 0.03 -0.03 0.0555
H 0.950298 -3.967949 -1.711181 0.26 0.15 0.07 0.0183
H 0.432394 -1.284847 2.705116 -0.10 -0.04 -0.13 0.0023
H -1.708979 -1.321083 -4.545973 0.15 0.27 0.15 0.0096
C 0.981629 2.605249 3.191179 -0.42 0.19 0.06 0.0197
H -2.939584 0.106639 0.979629 -0.05 -0.06 -0.02 0.0031
C -1.051570 -1.372534 -3.688309 0.55 -0.90 -0.48 0.0295
H 2.478285 0.384955 3.534118 0.04 0.08 -0.26 0.0069
C 3.737026 2.373748 -1.548855 1.13 1.91 -0.64 0.3630
H 1.648497 2.869329 3.990277 0.03 0.02 0.06 0.0070
H 3.716052 2.342974 -2.641664 -0.17 0.15 0.15 0.0303
C -2.333855 0.249550 -2.357447 0.55 -0.36 -0.23 0.0394
N 0.462119 -2.007183 -2.212666 0.94 -0.84 -0.40 0.1582
O 0.405020 2.801586 -1.833151 -0.18 -1.84 0.86 0.0204
H -3.198097 -0.308552 -1.969258 -0.16 -0.05 0.15 0.0240
H 2.371488 -0.123835 1.811301 0.05 0.32 0.27 0.0242

(2)
50
Properties=species:S:1:pos:R:3:forces:R:3:mulliken_charge:R:1 method="wB97M-V/def2-TZVPD" spin_multiplicity=1 charge=+2 energy_ev=-31749.272
H 4.627421 0.377595 2.410450 0.06 -0.21 -0.05 0.4495
C -2.223111 -2.755588 -0.042281 0.01 0.31 0.19 -1.0609
C -4.050395 1.382325 0.637851 0.52 0.82 -0.55 -0.4726
C -1.676372 1.723055 0.701022 0.23 -0.31 -0.08 -0.1306
H 4.817617 0.669225 0.066350 0.08 -0.10 -0.10 0.4031
C 3.714258 0.657189 1.889319 -0.21 0.23 -0.16 -1.1277
C 2.556111 -0.991866 -1.967787 0.41 0.48 -0.24 -0.7659
H 1.988563 -1.512668 1.139104 -0.05 -0.04 -0.09 0.1499
H 0.574712 -0.082798 0.337808 0.18 0.24 0.07 0.4211
O -3.271267 -0.640474 -0.515024 0.00 0.50 0.22 -0.2308
Pd -5.707195 0.927749 -2.475553 0.10 -0.04 -0.14 0.4095
H -1.370882 -2.411132 0.542907 0.09 0.01 -0.05 0.1323
H 1.200639 -1.668705 2.715692 -0.07 -0.04 -0.02 0.3619
H -3.941338 0.861206 1.592472 -0.04 -0.24 0.01 0.3653
H 3.650779 1.745519 1.967686 0.14 0.04 0.19 0.3395
C 1.309727 0.005614 -3.535038 -0.47 0.46 -0.60 0.4290
H -4.348112 -2.370282 -0.116500 -0.09 0.05 0.01 0.4469
H 1.626550 0.732484 2.482977 -0.08 -0.02 -0.15 0.1543
O 0.697089 0.249171 -4.520351 0.41 -0.25 0.59 -0.4702
H -1.311009 2.274833 1.569726 -0.06 0.23 -0.07 0.4086
O 1.699513 -1.205932 -3.091171 0.11 -0.42 -0.03 -0.3615
H -3.522122 -1.629829 1.277431 -0.10 0.06 0.06 0.3090
H 0.166947 2.502242 -0.238993 0.11 -0.18 0.19 0.2176
C 2.487191 0.063400 2.595867 0.06 -0.12 0.06 -0.1041
H 3.787461 -0.731524 0.241290 0.01 -0.11 -0.08 0.4458
H 3.538348 -0.706000 -2.360076 0.17 -0.22 0.17 0.4954
C 3.833891 0.342182 0.398342 -0.07 0.27 0.20 -0.8127
H -1.685330 0.661080 0.951971 -0.03 -0.03 0.06 0.1712
H 2.895146 -2.055452 2.542257 0.06 -0.08 -0.10 0.3749
C 2.118325 -1.367969 2.210851 0.12 0.09 0.26 -1.0867
C 1.970438 0.284006 -1.409652 -0.43 0.35 0.34 1.7256
C 0.477593 -0.063156 -0.748214 0.27 -0.63 0.01 -1.1250
H 3.272405 1.899786 -1.013306 -0.04 0.06 -0.06 0.5545
H 2.669248 -1.846524 -1.313213 -0.47 -0.23 -0.12 0.4462
H 2.693278 0.055439 3.665976 -0.06 0.16 0.06 0.4065
H 0.230638 -1.061777 -1.113759 -0.06 0.05 -0.07 0.4317
C -3.429082 -1.886810 0.219445 0.00 -0.47 -0.30 -0.2563
O 1.694529 0.960332 -2.610769 -0.12 0.03 0.05 -0.4763
O -0.494800 0.787668 -1.206495 -0.20 0.03 0.04 -0.3837
H -1.971431 -2.727494 -1.099119 0.00 -0.17 -0.09 0.3148
O -2.960472 2.170039 0.347855 -0.37 0.07 0.48 -0.3526
H -4.926872 2.026717 0.635481 -0.08 -0.06 0.02 0.4384
H -4.291067 0.795223 -1.464373 0.01 0.38 0.00 0.3850
H -5.244638 -0.244852 -0.223685 -0.01 0.06 0.21 0.7729
C 2.779303 1.118990 -0.434615 0.26 -0.16 -0.09 -0.8566
H -2.436044 -3.777737 0.260325 -0.03 -0.05 -0.06 0.4647
C -0.747595 1.978954 -0.520169 -0.13 0.19 -0.27 -0.3795
H -1.295971 2.618125 -1.207271 0.09 0.07 -0.06 0.4905
C -4.285977 0.244259 -0.438329 -0.13 -1.17 0.18 -0.5769
H 2.113359 1.624162 0.265286 -0.08 0.13 -0.04 0.1149

(3)
58
Properties=species:S:1:pos:R:3:forces:R:3:mulliken_charge:R:1 method="wB97M-V/def2-TZVPD" spin_multiplicity=1 charge=-1 e_above_lowest_kj_mol=115.28
H 3.457364 -0.900350 -3.304898 0.02 0.03 -0.07 0.3006
H -5.615049 5.395555 1.033090 0.00 0.00 -0.01 0.3625
C -3.061532 3.257049 0.413959 0.12 0.27 -0.21 0.1032
H 1.543929 -1.232708 1.654940 0.04 0.01 0.03 0.4098
C 2.120511 -2.320990 -2.307187 0.00 0.23 0.16 -0.7214
N 1.738188 0.433104 0.462855 -0.19 0.03 0.33 0.3607
H 0.762081 -4.546002 -0.278188 0.06 -0.09 0.02 0.1423
H 3.175488 -0.516543 1.707864 0.02 0.00 0.09 0.3040
H 3.545892 1.543040 0.388636 0.07 0.01 0.02 0.2157
H 0.851650 4.441391 1.005638 0.06 -0.20 -0.01 0.2635
H -1.781752 6.163381 -0.745708 0.02 0.01 -0.03 0.5200
H 1.077775 -3.558940 2.546198 -0.04 0.01 0.02 0.2968
C -4.302513 3.712901 0.843434 0.18 -0.08 -0.03 -0.4552
H -0.730393 -5.489623 -0.511417 0.06 0.00 -0.02 0.3575
As -0.308744 3.809441 -0.761796 0.38 0.38 -0.35 1.1026
O 0.288404 5.256063 -1.281972 -0.18 -0.09 0.13 -0.8538
H 0.353770 -5.899671 0.846246 -0.01 0.06 -0.06 0.3472
H -3.016370 -4.005045 2.356975 0.02 -0.05 -0.03 0.3583
P -0.910447 -3.854587 1.222438 -0.20 0.05 0.05 1.0899
N 1.792540 -2.242260 -0.891973 0.25 -0.25 -0.08 0.2408
H 1.200875 0.945542 1.155139 0.06 0.00 0.10 0.2805
C -2.447947 -4.674750 1.708799 -0.04 0.06 -0.02 -1.1910
H 3.682827 -1.353204 -0.519324 -0.01 -0.02 0.01 0.1802
O -1.128331 -2.553859 0.545354 0.13 -0.06 -0.06 -0.6558
H 3.330876 1.821000 -2.178514 0.01 0.06 -0.01 0.4615
H 2.993336 -2.970655 -2.419924 -0.02 -0.05 -0.06 0.4631
H -0.082290 -4.637223 3.370361 0.05 0.02 -0.03 0.3976
O -3.862580 0.965470 1.323901 -0.01 0.07 -0.01 -0.7718
H -0.367217 -2.875788 3.318269 0.03 -0.04 0.01 0.3569
O -1.457445 1.384720 1.259158 -0.06 0.13 0.02 -0.7011
C 2.831829 -1.778910 0.020799 -0.09 0.04 -0.08 -0.6550
H 0.968388 -1.675297 -0.772252 -0.26 0.11 0.07 -0.1697
C 2.634653 1.368597 -0.201052 -0.04 -0.21 -0.26 -0.5019
O 0.546945 3.543073 0.803688 -0.12 0.15 -0.08 -0.5742
C -3.750815 5.934058 0.112773 -0.11 -0.05 0.09 -0.5247
N 1.973768 0.195458 -2.303123 0.06 0.12 -0.18 0.1724
S -2.747247 1.501719 0.572693 -0.51 -0.05 0.27 1.4871
C -2.144583 4.151328 -0.168209 -0.18 -0.38 0.17 -0.2566
C 3.032439 0.927962 -1.621077 -0.25 -0.11 0.15 -1.1054
C -2.504337 5.487873 -0.306266 -0.07 -0.07 0.01 -0.5711
C 0.022837 -3.733650 2.767451 0.05 0.11 -0.03 -1.2141
O -2.680835 1.025612 -0.817336 -0.03 -0.06 0.15 -0.7914
H -2.249663 -5.616443 2.225518 -0.03 0.03 -0.02 0.3583
H 1.853742 -0.993022 -4.013904 0.00 -0.01 0.00 0.4078
H 1.278743 -2.821957 -2.790990 0.02 -0.03 -0.01 0.3422
C 2.389983 -0.962434 -3.063320 -0.07 -0.15 0.30 -0.9458
H 2.092863 2.301326 -0.278310 0.01 0.10 0.09 0.1214
C -0.040391 -5.086658 0.231520 0.01 0.11 -0.04 -0.9771
H 1.343109 0.823157 -2.782358 0.04 0.03 -0.03 0.3220
H 3.908224 0.283981 -1.570981 0.08 -0.04 -0.08 0.4284
H 3.225738 -2.637053 0.580545 0.08 0.03 0.06 0.4680
H -4.019699 6.976584 -0.008592 0.01 0.01 0.00 0.3608
C 2.325172 -0.759522 1.053942 -0.02 -0.07 -0.34 -1.1464
H -4.976987 2.996052 1.293264 0.00 0.05 -0.03 0.5044
C -4.646347 5.047956 0.693704 0.05 0.14 -0.04 -0.4578
Ag -0.429149 0.376680 -0.690937 0.62 -0.25 -0.46 0.7382
H -3.034564 -4.866883 0.808165 0.01 0.02 0.07 0.3379
O -0.046709 2.493956 -1.737711 -0.06 -0.03 0.37 -0.7230

(4)
64
Properties=species:S:1:pos:R:3:forces:R:3:mulliken_charge:R:1 method="wB97M-V/def2-TZVPD" spin_multiplicity=1 charge=+1 smiles="C=CN1C(N(P(=N)(O)O)P(=O)(O)O)=[N+](CC)[C@](CC(=O)F)(OC#N)O[C@]1(NCCC)B(O)OCC" energy_ev=-67406.856
O -4.077885 2.614452 0.180581 -0.10 1.15 1.11 -0.3965
H 1.826558 5.381988 3.281175 -0.70 -0.33 -0.54 0.3848
O 1.678627 0.894344 -1.309637 -1.93 0.48 0.43 -0.7233
H -0.992393 -1.358679 4.196360 -0.04 1.35 -0.12 0.3212
C -3.154750 -2.826213 -1.343228 0.03 -0.57 0.99 -1.4196
H 0.726987 4.166266 3.970419 0.21 0.39 -0.80 0.2677
H -3.799311 0.061109 0.587432 0.15 0.20 -0.86 0.3861
H 2.423810 3.578771 1.392246 -0.48 0.00 0.58 0.1720
H -0.439461 2.895929 1.567349 0.28 -0.24 -0.07 0.3350
O -0.100110 -4.498810 -1.225186 -0.20 2.19 0.34 -0.5779
H 2.460363 -2.879546 2.734679 -0.37 0.15 -0.06 0.3581
H -1.934204 -0.625642 2.117566 0.94 -0.50 -0.61 -0.0457
H 1.018010 1.872226 3.570483 0.23 -0.04 -0.87 0.3672
O 3.194391 -3.393347 0.293008 -2.29 0.67 0.51 -0.4700
C 1.148620 4.546037 3.001359 0.28 -0.89 0.37 -1.1149
O 0.880087 3.050288 -0.627141 -0.02 -1.29 0.85 -0.5912
H -3.242927 -3.903312 -1.040996 0.00 0.88 -0.26 0.4470
H 0.853661 1.550174 -3.189720 0.43 -0.32 0.68 0.2688
N 0.777859 -2.029444 -0.308111 -1.56 -0.75 0.05 1.2144
C -0.161238 -1.149671 0.018577 -0.27 0.96 0.57 -1.5578
N -0.081837 1.972407 1.802533 -0.10 -1.42 -0.71 -0.2098
H 1.921214 1.160677 2.216884 -0.77 0.41 -0.38 -0.2164
O -0.292589 -2.509271 -2.909180 0.42 0.50 2.75 -0.4794
H -1.556961 -2.998810 0.071767 -0.48 0.86 -0.14 0.7012
O -1.841957 0.877632 -2.055850 0.97 -1.58 -0.51 -0.3910
C 1.993483 3.374363 2.395127 0.17 -0.59 0.79 -0.4566
H 3.715763 1.006592 -3.725955 -0.85 -0.57 -0.14 0.3275
P 2.259544 -2.126139 0.729724 3.31 0.48 2.36 0.5438
H 1.791288 3.365209 -0.744257 -0.46 0.02 -0.39 0.2948
C -0.405730 -0.707604 3.517935 0.23 -0.19 -0.49 -1.1449
N -1.389783 -1.027923 -0.674580 1.16 -0.01 1.70 2.1709
H 2.872281 3.236096 3.081270 -0.62 0.10 -0.65 0.3804
F -4.483856 2.102923 -1.927842 0.48 -0.69 0.92 -0.2539
C 1.225690 1.988675 2.468589 0.54 1.55 1.42 -0.3341
H -4.196695 -2.437777 -1.344923 0.87 -0.05 -0.29 0.4039
C -4.047316 1.813691 -0.655752 0.09 -1.40 -1.30 0.2034
P 0.616896 -3.101837 -1.692560 1.18 -3.45 -3.99 0.8102
H -2.668737 -2.827684 -2.337707 -0.43 0.33 0.63 0.2395
N 3.134844 -0.856159 0.674182 -1.02 -0.69 -0.02 -0.5659
C -1.988678 0.313409 -0.694453 -2.37 1.16 0.07 -0.4456
H 2.908428 -4.212332 0.741707 0.09 0.07 -0.52 0.3314
O 1.695668 -2.517757 2.244646 0.24 -0.35 -2.03 -0.5582
H -2.834335 -1.981056 0.718905 0.47 0.37 -0.86 0.3388
N 0.100539 -0.293455 1.126264 -1.64 0.91 -0.55 1.6698
H 0.521677 -0.230137 3.888909 -0.27 -1.10 -0.45 0.1849
C 1.819286 1.416351 -2.650177 1.92 -0.18 -1.49 -0.3027
B 0.864061 1.654464 -0.472779 1.11 0.91 -1.51 1.2407
H 0.005263 -1.584817 -3.046103 -0.34 -0.37 -0.48 0.3394
C -3.562351 0.341737 -0.464643 0.12 0.29 -0.38 -0.1574
C -2.258391 -2.170657 -0.216756 -0.57 -2.42 -0.93 -0.6483
O 1.913591 -3.472865 -2.280046 -0.09 1.00 1.33 -0.7087
H 0.299213 4.850499 2.353201 0.69 0.10 0.39 0.2948
C -0.833083 -0.576787 2.252406 -0.15 -0.85 1.16 0.4064
H 3.185867 -0.312865 -2.662107 -0.41 0.53 -0.65 0.2161
N -2.613384 -0.589507 -3.846953 -0.52 -1.75 -1.96 -0.4777
O -1.498453 1.288685 0.145843 0.06 -1.59 -0.05 -0.3220
C -0.170220 1.079570 0.635706 1.76 2.31 0.59 -1.2115
C -2.135368 -0.008443 -3.001376 0.26 3.07 2.54 0.5830
H 0.410783 -5.239202 -1.604718 -0.03 0.40 0.03 0.3875
H 3.166355 -0.472832 1.620908 0.11 0.25 -0.41 0.2210
H 2.325758 2.414693 -2.684264 -0.60 -0.71 0.48 0.3557
H 2.328123 -0.105777 -4.250024 0.45 0.45 0.42 0.2699
C 2.811357 0.433933 -3.409033 -0.13 0.23 0.85 -0.9625
H -4.113944 -0.276831 -1.201682 0.54 0.16 0.53 0.3057